No. 1
{"formula": "C39H113N12O19P7", "method": "ωB97M-V with the def2-TZVPD basis set", "e_tot_ev": -164090.17005, "spin_multiplicity": 1, "fmax_ha_per_bohr": 0.083, "smiles": "CN(C)P(=O)(N(C)C)N(C)C.CN(C)P(=O)(N(C)C)N(C)C.CN(C)P(=O)(N(C)C)N(C)C.CN(C)P(=O)(N(C)C)N(C)C.COP(=O)(OC)OC.COP(=O)(OC)OC.COP(=O)(OC)OC.COCCOCCOC", "elements": ["C", "N", "C", "P", "O", "N", "C", "C", "N", "C", "C", "H", "H", "H", "H", "H", "H", "H", "H", "H", "H", "H", "H", "H", "H", "H", "H", "H", "H", "C", "N", "C", "P", "O", "N", "C", "C", "N", "C", "C", "H", "H", "H", "H", "H", "H", "H", "H", "H", "H", "H", "H", "H", "H", "H", "H", "H", "H", "C", "N", "C", "P", "O", "N", "C", "C", "N", "C", "C", "H", "H", "H", "H", "H", "H", "H", "H", "H", "H", "H", "H", "H", "H", "H", "H", "H", "H", "C", "N", "C", "P", "O", "N", "C", "C", "N", "C", "C", "H", "H", "H", "H", "H", "H", "H", "H", "H", "H", "H", "H", "H", "H", "H", "H", "H", "H", "C", "O", "P", "O", "O", "C", "O", "C", "H", "H", "H", "H", "H", "H", "H", "H", "H", "C", "O", "P", "O", "O", "C", "O", "C", "H", "H", "H", "H", "H", "H", "H", "H", "H", "C", "O", "P", "O", "O", "C", "O", "C", "H", "H", "H", "H", "H", "H", "H", "H", "H", "C", "O", "C", "C", "O", "C", "C", "O", "C", "H", "H", "H", "H", "H", "H", "H", "H", "H", "H", "H", "H", "H", "H"], "xyz": [[17.06, 12.27, 21.89], [17.02, 13.75, 21.62], [18.26, 14.59, 21.86], [15.62, 14.68, 21.41], [15.77, 15.59, 20.28], [14.49, 13.48, 21.38], [14.50, 12.78, 20.01], [13.17, 13.73, 22.00], [15.34, 15.36, 22.93], [15.69, 14.60, 24.10], [15.19, 16.81, 23.03], [17.63, 12.21, 22.82], [17.58, 11.84, 21.00], [16.06, 11.90, 22.02], [18.41, 14.78, 22.88], [18.13, 15.38, 21.14], [19.17, 14.04, 21.43], [14.23, 11.77, 20.11], [13.78, 13.16, 19.29], [15.50, 12.82, 19.50], [12.68, 12.75, 22.03], [13.29, 14.12, 23.00], [12.52, 14.39, 21.43], [16.81, 14.50, 24.23], [15.33, 15.07, 24.99], [15.35, 13.57, 23.97], [15.96, 17.26, 23.63], [14.19, 17.06, 23.40], [15.26, 17.30, 22.06], [13.93, 19.70, 21.29], [14.30, 20.32, 19.98], [13.14, 20.49, 19.10], [15.23, 21.76, 20.08], [14.69, 22.85, 20.93], [16.72, 21.15, 20.53], [17.53, 22.22, 21.22], [16.98, 19.80, 20.95], [15.42, 22.24, 18.52], [14.53, 23.24, 17.94], [16.27, 21.51, 17.53], [13.46, 18.67, 21.22], [13.14, 20.33, 21.63], [14.64, 19.71, 22.05], [13.59, 20.61, 18.12], [12.44, 21.27, 19.38], [12.55, 19.52, 18.92], [17.68, 23.09, 20.50], [17.30, 22.60, 22.22], [18.55, 21.80, 21.40], [16.77, 19.60, 22.05], [16.39, 18.98, 20.44], [18.00, 19.56, 20.77], [13.71, 22.83, 17.39], [14.20, 23.91, 18.74], [15.20, 23.89, 17.32], [16.14, 20.45, 17.48], [17.33, 21.72, 17.61], [15.96, 21.98, 16.60], [20.77, 13.01, 15.26], [19.96, 13.83, 14.40], [20.50, 14.68, 13.39], [18.64, 14.50, 15.10], [18.90, 15.64, 15.95], [17.72, 14.83, 13.79], [17.17, 13.86, 12.90], [17.07, 16.18, 13.66], [17.91, 13.32, 15.95], [17.63, 13.43, 17.41], [17.69, 11.95, 15.33], [20.10, 12.40, 15.86], [21.51, 13.61, 15.76], [21.24, 12.27, 14.61], [19.76, 14.95, 12.62], [21.34, 14.16, 12.89], [20.94, 15.62, 13.80], [17.82, 12.98, 12.81], [16.15, 13.45, 13.06], [17.17, 14.24, 11.87], [17.58, 16.80, 12.91], [15.97, 16.10, 13.52], [17.16, 16.72, 14.57], [18.44, 13.06, 18.03], [17.40, 14.44, 17.66], [16.72, 12.84, 17.55], [16.61, 11.72, 15.19], [18.12, 11.13, 15.92], [18.15, 11.89, 14.37], [7.98, 18.10, 12.59], [8.82, 17.74, 13.70], [10.19, 17.45, 13.34], [8.36, 17.42, 15.27], [6.87, 17.35, 15.21], [9.02, 15.97, 15.80], [8.27, 14.83, 15.24], [10.41, 15.68, 16.15], [9.12, 18.56, 16.16], [9.20, 19.92, 15.72], [9.24, 18.61, 17.63], [6.89, 18.08, 12.83], [8.04, 17.40, 11.74], [8.20, 19.14, 12.20], [10.33, 16.45, 12.87], [10.86, 17.57, 14.19], [10.43, 18.21, 12.58], [7.18, 14.95, 15.31], [8.52, 14.74, 14.20], [8.60, 13.91, 15.75], [10.41, 14.73, 16.69], [11.16, 15.61, 15.35], [10.85, 16.37, 16.88], [8.95, 20.06, 14.67], [8.57, 20.60, 16.32], [10.24, 20.25, 15.82], [10.15, 19.07, 17.88], [9.21, 17.56, 18.04], [8.47, 19.29, 18.02], [13.88, 17.45, 10.86], [13.80, 18.42, 11.94], [14.76, 19.70, 11.99], [14.45, 20.60, 13.11], [16.20, 19.03, 11.84], [17.33, 19.88, 11.86], [14.81, 20.47, 10.59], [13.70, 21.37, 10.35], [13.65, 17.97, 9.90], [13.15, 16.66, 11.00], [14.91, 17.11, 10.83], [18.12, 19.38, 12.38], [17.16, 20.85, 12.32], [17.67, 20.02, 10.82], [14.09, 22.39, 10.58], [12.94, 21.14, 11.02], [13.50, 21.50, 9.25], [16.77, 17.42, 17.99], [15.36, 17.68, 17.68], [14.40, 16.60, 17.01], [14.96, 15.71, 15.98], [13.57, 15.77, 18.10], [12.96, 16.55, 19.16], [13.22, 17.58, 16.64], [13.41, 18.72, 15.75], [16.71, 16.72, 18.79], [17.22, 18.37, 18.36], [17.20, 16.96, 17.05], [12.05, 16.98, 18.81], [13.73, 17.21, 19.53], [12.70, 15.86, 19.96], [13.37, 18.36, 14.70], [14.37, 19.25, 15.95], [12.62, 19.41, 15.99], [7.36, 17.66, 21.43], [8.46, 18.34, 22.04], [9.99, 17.80, 21.86], [10.38, 17.34, 20.54], [10.73, 19.09, 22.47], [10.38, 20.35, 21.91], [10.35, 16.74, 22.95], [10.25, 17.13, 24.37], [6.47, 18.29, 21.62], [7.22, 16.70, 21.88], [7.45, 17.63, 20.33], [11.04, 21.14, 22.48], [9.31, 20.52, 22.04], [10.75, 20.31, 20.87], [9.63, 17.99, 24.35], [11.23, 17.57, 24.65], [9.99, 16.28, 24.95], [13.46, 12.52, 13.10], [12.50, 12.41, 14.17], [12.91, 13.19, 15.27], [14.17, 12.71, 15.99], [14.32, 11.31, 16.06], [13.24, 10.71, 16.78], [13.67, 9.33, 17.15], [14.54, 9.17, 18.24], [15.88, 9.52, 17.99], [13.77, 13.54, 13.05], [13.01, 12.28, 12.09], [14.31, 11.89, 13.30], [12.08, 13.07, 16.00], [12.93, 14.28, 15.10], [14.16, 13.15, 17.00], [15.07, 13.19, 15.57], [12.34, 10.77, 16.19], [13.16, 11.21, 17.75], [14.18, 8.88, 16.28], [12.78, 8.71, 17.29], [16.00, 10.57, 17.67], [16.30, 8.95, 17.11], [16.54, 9.24, 18.81]], "mulliken_charge": [-1.15, 0.55, -1.16, -0.14, -0.05, 0.07, -0.96, -1.05, 0.63, -1.11, -0.44, 0.37, 0.23, 0.36, 0.25, 0.27, 0.37, 0.64, 0.10, 0.09, 0.36, 0.36, 0.21, 0.11, 0.44, 0.32, 0.40, 0.17, -0.36, -0.87, 1.23, -0.61, 0.06, -0.94, 0.51, -1.01, -0.76, 0.31, -1.22, -0.71, -0.38, 0.17, 0.77, 0.05, 0.36, -0.39, 0.26, 0.32, 0.35, 0.35, -0.30, 0.60, 0.32, 0.34, 0.50, -0.04, 0.21, 0.51, -0.97, 0.47, -0.88, 0.01, -1.09, 0.98, -1.01, -0.86, 0.94, -0.63, -1.09, 0.28, 0.28, 0.38, 0.24, 0.38, 0.25, 0.43, 0.01, 0.45, 0.39, 0.09, -0.07, 0.35, -0.12, -0.15, -0.15, 0.40, 0.71, -1.05, 0.47, -0.24, 0.21, -0.94, 0.40, -1.04, -0.38, 0.84, -0.96, -1.12, 0.31, 0.33, 0.28, 0.09, -0.53, 0.43, 0.31, 0.38, 0.31, 0.43, 0.12, -0.24, 0.28, 0.35, 0.12, 0.24, 0.20, 0.49, -0.69, 0.27, 0.71, -0.57, -0.21, -0.83, -0.34, -0.72, 0.27, 0.23, 0.26, 0.29, 0.35, 0.27, 0.27, 0.34, 0.24, 0.44, 0.31, -0.61, -0.11, 0.23, 0.78, 0.79, -0.70, -0.48, 0.10, -0.18, -0.28, 0.45, -1.00, 0.03, 0.09, -0.02, -0.62, -0.33, 0.60, -0.15, -0.19, -0.54, -0.35, -0.79, 0.25, 0.29, 0.19, 0.25, 0.38, 0.07, 0.39, 0.20, 0.29, -0.70, -0.47, -0.17, 2.15, -0.33, -0.09, -1.02, -0.39, -0.38, 0.18, 0.31, 0.20, 0.24, 0.11, -0.83, -0.67, 0.49, 0.14, 0.35, 0.36, 0.01, 0.33, 0.37]}

=====

No. 2
{"formula": "C39H116N14O15", "method": "ωB97M-V with the def2-TZVPD basis set", "e_tot_ev": -93887.55511, "spin_multiplicity": 1, "fmax_ha_per_bohr": 0.137, "elements": ["C", "O", "H", "H", "H", "H", "C", "O", "H", "H", "H", "H", "C", "O", "H", "H", "H", "H", "C", "O", "H", "H", "H", "H", "C", "O", "N", "N", "H", "H", "H", "H", "C", "O", "N", "N", "H", "H", "H", "H", "C", "O", "N", "N", "H", "H", "H", "H", "C", "C", "C", "O", "C", "N", "H", "H", "H", "H", "H", "H", "H", "H", "H", "H", "H", "C", "C", "C", "O", "C", "N", "H", "H", "H", "H", "H", "H", "H", "H", "H", "H", "H", "C", "C", "C", "O", "C", "N", "H", "H", "H", "H", "H", "H", "H", "H", "H", "H", "H", "C", "C", "C", "O", "C", "N", "H", "H", "H", "H", "H", "H", "H", "H", "H", "H", "H", "C", "C", "C", "O", "C", "N", "H", "H", "H", "H", "H", "H", "H", "H", "H", "H", "H", "C", "C", "C", "O", "C", "N", "H", "H", "H", "H", "H", "H", "H", "H", "H", "H", "H", "C", "C", "C", "O", "C", "N", "H", "H", "H", "H", "H", "H", "H", "H", "H", "H", "H", "C", "C", "C", "O", "C", "N", "H", "H", "H", "H", "H", "H", "H", "H", "H", "H", "H"], "xyz": [[3.19, -3.10, -2.69], [2.32, -4.21, -2.43], [2.63, -2.19, -2.91], [3.85, -2.73, -1.91], [3.85, -3.29, -3.54], [2.20, -4.73, -3.22], [0.51, -0.53, -0.25], [-0.37, 0.02, 0.64], [0.84, 0.15, -1.03], [1.47, -0.92, 0.10], [0.01, -1.34, -0.78], [-1.26, 0.17, 0.31], [1.58, -3.28, 1.96], [2.69, -2.60, 2.55], [1.15, -4.12, 2.50], [0.75, -2.64, 1.64], [1.94, -3.77, 1.06], [2.52, -1.69, 2.32], [-2.79, 4.05, -1.62], [-3.12, 4.67, -2.83], [-2.79, 2.97, -1.73], [-1.84, 4.51, -1.38], [-3.38, 4.35, -0.75], [-4.08, 4.65, -2.94], [-0.45, -1.23, -4.79], [-1.34, -1.97, -5.19], [-0.68, -0.22, -4.02], [0.85, -1.45, -4.93], [0.09, 0.36, -3.72], [-1.64, 0.05, -3.85], [1.20, -2.25, -5.43], [1.55, -0.81, -4.57], [3.36, 0.59, -4.06], [2.30, 0.35, -3.55], [4.57, 0.26, -3.63], [3.57, 1.50, -4.92], [5.31, 0.23, -4.31], [4.68, -0.32, -2.81], [2.84, 2.18, -5.05], [4.43, 1.70, -5.41], [-3.54, 0.45, -0.06], [-2.68, 0.47, -0.90], [-3.60, -0.34, 0.98], [-4.47, 1.39, 0.05], [-2.90, -1.06, 1.10], [-4.35, -0.27, 1.65], [-4.31, 2.26, -0.44], [-5.02, 1.36, 0.90], [1.41, -0.59, 7.44], [0.08, -0.26, 6.59], [0.18, -0.27, 5.01], [1.18, 0.77, 4.72], [1.32, 0.99, 3.40], [-0.97, -1.22, 7.02], [1.42, -0.20, 8.46], [2.25, -0.17, 6.89], [1.69, -1.64, 7.41], [-0.27, 0.75, 6.80], [-0.67, 0.33, 4.69], [0.30, -1.22, 4.49], [0.32, 1.18, 3.02], [1.74, 0.10, 2.93], [1.99, 1.82, 3.20], [-0.68, -2.04, 6.51], [-0.70, -1.53, 7.94], [-6.07, -5.30, -4.65], [-6.08, -3.92, -4.04], [-6.29, -3.89, -2.50], [-6.49, -2.57, -1.87], [-5.37, -1.67, -2.06], [-4.76, -3.41, -4.35], [-6.95, -5.94, -4.58], [-5.23, -5.88, -4.26], [-5.98, -5.19, -5.73], [-6.81, -3.42, -4.67], [-5.51, -4.49, -2.03], [-7.17, -4.52, -2.39], [-5.74, -0.82, -1.49], [-5.19, -1.28, -3.06], [-4.44, -2.18, -1.81], [-4.55, -3.34, -5.34], [-4.47, -2.58, -3.86], [0.14, 6.19, 2.98], [-0.68, 4.99, 2.80], [-0.52, 4.47, 1.34], [0.80, 3.98, 1.09], [0.95, 3.54, -0.30], [-0.22, 3.98, 3.73], [-0.11, 6.67, 3.93], [-0.19, 6.97, 2.30], [1.21, 6.04, 2.85], [-1.74, 5.17, 2.95], [-0.76, 5.31, 0.70], [-1.23, 3.68, 1.10], [2.01, 3.33, -0.38], [0.62, 4.25, -1.07], [0.54, 2.57, -0.59], [0.57, 3.59, 3.22], [-0.88, 3.24, 3.59], [-2.49, -6.89, 1.53], [-2.35, -5.45, 1.86], [-2.79, -4.50, 0.70], [-2.16, -4.81, -0.59], [-2.31, -3.81, -1.68], [-3.32, -5.14, 2.87], [-2.36, -7.54, 2.40], [-1.86, -7.26, 0.72], [-3.45, -7.16, 1.10], [-1.35, -5.30, 2.26], [-2.58, -3.45, 0.95], [-3.85, -4.58, 0.47], [-3.26, -3.91, -2.22], [-1.57, -4.14, -2.40], [-2.01, -2.78, -1.49], [-4.14, -5.73, 2.85], [-3.77, -4.24, 2.89], [-7.85, 0.43, 0.85], [-7.98, 1.09, 2.29], [-6.79, 1.84, 2.92], [-5.50, 1.25, 2.82], [-4.43, 1.98, 3.48], [-9.26, 1.80, 2.36], [-7.13, 1.02, 0.28], [-8.78, 0.30, 0.30], [-7.49, -0.59, 1.00], [-8.30, 0.30, 2.96], [-7.10, 1.89, 3.96], [-6.69, 2.84, 2.50], [-4.49, 1.90, 4.57], [-4.31, 3.03, 3.21], [-3.43, 1.59, 3.24], [-9.45, 2.20, 3.27], [-9.98, 1.12, 2.19], [6.21, -2.80, 3.98], [6.31, -4.37, 4.04], [7.14, -4.89, 2.85], [6.90, -4.26, 1.64], [5.59, -4.36, 1.10], [6.93, -4.80, 5.31], [5.48, -2.43, 3.26], [7.23, -2.43, 3.85], [5.78, -2.37, 4.88], [5.31, -4.80, 4.03], [7.31, -5.96, 2.97], [8.13, -4.48, 3.08], [4.85, -3.99, 1.81], [5.03, -5.26, 0.82], [5.44, -3.69, 0.26], [6.27, -4.50, 6.01], [7.70, -4.19, 5.51], [4.35, 4.71, 1.39], [4.55, 3.45, 2.25], [4.74, 2.34, 1.22], [5.06, 1.20, 1.87], [5.79, 0.19, 1.16], [5.63, 3.49, 3.24], [3.60, 5.35, 1.86], [3.88, 4.50, 0.43], [5.23, 5.35, 1.29], [3.62, 3.22, 2.77], [5.51, 2.57, 0.49], [3.85, 2.06, 0.65], [6.23, 0.50, 0.21], [5.06, -0.59, 0.94], [6.58, -0.25, 1.77], [5.83, 2.51, 3.39], [6.37, 3.69, 2.58], [2.94, 4.79, -9.14], [2.68, 5.54, -7.77], [3.35, 4.91, -6.53], [2.64, 3.76, -5.90], [1.49, 4.11, -4.98], [3.17, 6.90, -7.89], [3.58, 5.31, -9.85], [1.93, 4.69, -9.54], [3.35, 3.79, -9.05], [1.63, 5.47, -7.49], [3.65, 5.58, -5.72], [4.27, 4.45, -6.88], [0.66, 4.50, -5.56], [1.78, 4.81, -4.19], [1.25, 3.19, -4.45], [4.18, 6.95, -7.85], [2.94, 7.28, -8.80]], "mulliken_charge": [-0.30, -0.49, 0.09, 0.05, 0.44, 0.26, -0.34, 0.71, 0.10, 0.16, -0.12, -0.47, -0.68, -0.41, 0.40, 0.04, 0.40, 0.08, -0.19, -0.57, -0.02, 0.16, 0.32, 0.27, 0.45, -0.75, -0.04, -0.13, 0.09, 0.07, 0.16, 0.15, 0.73, -0.50, -0.43, -0.11, 0.17, 0.18, 0.03, 0.16, 0.47, -0.62, 0.15, -0.11, -0.04, 0.12, 0.18, -0.07, -1.40, 0.32, -0.44, -0.43, 2.03, -0.72, 0.34, 0.37, 0.38, 0.21, 0.18, 0.29, -0.20, -0.72, -0.71, 0.30, 0.32, -1.60, 0.62, -0.55, -0.45, -0.20, -0.28, 0.41, 0.33, 0.38, 0.23, 0.13, 0.42, -0.07, 0.36, 0.20, 0.22, -0.10, -1.45, 0.32, -0.38, 0.01, -0.68, -0.58, 0.42, 0.43, 0.03, 0.43, 0.41, 0.09, 0.07, 0.33, 0.17, 0.04, 0.34, -1.69, 1.02, -0.13, -0.44, -0.24, -0.69, 0.43, 0.33, 0.38, -0.03, -0.19, 0.31, 0.12, 0.28, 0.00, 0.28, 0.22, -1.18, 0.78, -0.94, -0.31, -0.81, -0.82, 0.05, 0.46, 0.26, 0.22, 0.44, 0.38, 0.46, 0.39, 0.04, 0.25, 0.27, -1.01, 0.42, -0.79, -0.34, -0.34, -0.80, 0.08, 0.30, 0.44, 0.27, 0.34, 0.33, -0.03, 0.38, 0.14, 0.29, 0.30, -1.02, 1.31, -0.71, -0.25, -0.57, -0.84, 0.07, 0.25, 0.44, -0.60, 0.50, 0.12, 0.35, 0.11, 0.18, 0.30, 0.33, -1.33, 0.86, -1.16, -0.46, -0.60, -0.74, 0.37, 0.33, 0.31, 0.14, 0.42, 0.40, 0.35, 0.31, 0.00, 0.23, 0.27]}

=====

Number 1: frontier orbital gap 8.77 eV. Number 2: frontier orbital gap 8.58 eV.